[1]
A molecular structure, C11H17Br24NO4S. Source: OMol25; level of theory: ωB97M-V/def2-TZVPD.

**2S+1**: 1
**LUMO energy**: -0.015 Eh
**Kohn-Sham gap**: 9.380 eV
**E_HOMO**: -9.79 eV

Positions of all 58 atoms, in Å:
C1 2.07 -1.55 -2.51
C2 2.62 -0.24 -3.06
O1 1.83 0.93 -2.79
O2 1.37 0.87 -1.44
S1 -0.28 1.02 -1.36
O3 -0.77 1.72 -2.53
O4 -0.63 -0.55 -1.53
C3 -1.90 -0.86 -2.23
N1 -1.83 -0.91 -3.64
H1 2.78 -2.35 -2.77
H2 1.98 -1.52 -1.42
H3 1.11 -1.80 -2.96
H4 3.64 -0.08 -2.70
H5 2.63 -0.27 -4.16
H6 -2.17 -1.84 -1.83
H7 -2.64 -0.13 -1.89
H8 -1.70 0.01 -4.06
H9 -1.12 -1.55 -3.98
C4 1.05 4.99 1.48
Br1 0.44 3.76 0.13
Br2 1.38 4.08 3.14
Br3 2.59 5.99 0.92
H10 0.25 5.70 1.65
C5 -4.99 0.08 0.99
Br4 -5.82 -0.82 -0.49
Br5 -4.70 -1.12 2.45
Br6 -3.34 0.93 0.46
H11 -5.65 0.87 1.32
C6 -2.91 -4.03 0.59
Br7 -3.18 -5.62 1.64
Br8 -1.54 -2.92 1.34
Br9 -2.57 -4.47 -1.25
H12 -3.83 -3.47 0.62
C7 2.31 -4.21 1.04
Br10 1.70 -2.40 1.25
Br11 3.83 -4.31 -0.14
Br12 2.68 -5.05 2.73
H13 1.51 -4.76 0.58
C8 1.88 7.36 -3.63
Br13 2.69 8.56 -2.36
Br14 1.63 5.61 -2.90
Br15 0.24 8.08 -4.33
H14 2.57 7.28 -4.46
C9 -9.39 -0.65 -2.15
Br16 -9.68 -2.25 -3.17
Br17 -10.26 0.87 -2.95
Br18 -9.90 -0.87 -0.31
H15 -8.33 -0.45 -2.17
C10 4.80 3.90 4.76
Br19 6.05 3.04 3.58
Br20 3.93 2.65 5.92
Br21 5.63 5.32 5.75
H16 4.04 4.35 4.14
C11 5.66 -5.43 6.06
Br22 5.23 -3.64 5.52
Br23 6.34 -5.48 7.85
Br24 4.16 -6.61 5.85
H17 6.45 -5.79 5.41

[2]
7 unconnected molecules or ions with the total composition C11H17Cl12N. Source: OMol25; level of theory: ωB97M-V/def2-TZVPD.

**2S+1**: 1
**LUMO energy**: 0.015 Eh
**Kohn-Sham gap**: 10.053 eV
**SMILES**: c1ccncc1.ClCCl.ClCCl.ClCCl.ClCCl.ClCCl.ClCCl
**E_HOMO**: -9.64 eV
**Relative energy (zero: lowest compared OMol25 entry of this formula, charge and spin)**: 0.0000 eV

Positions of all 41 atoms, in Å:
C1 2.15 3.30 3.83
C2 0.93 3.08 4.40
C3 -0.04 2.40 3.71
N1 0.18 1.90 2.48
C4 1.39 2.06 1.94
C5 2.40 2.77 2.58
H1 2.93 3.89 4.30
H2 0.69 3.40 5.41
H3 -1.07 2.24 4.00
H4 1.52 1.63 0.95
H5 3.41 2.79 2.17
Cl1 -2.88 2.57 1.36
C6 -3.66 1.54 0.14
Cl2 -2.72 1.32 -1.33
H6 -3.82 0.58 0.63
H7 -4.59 1.98 -0.18
Cl3 0.08 -1.96 -1.92
C7 -0.05 -0.73 -0.61
Cl4 1.00 -1.14 0.75
H8 0.38 0.17 -1.03
H9 -1.10 -0.62 -0.37
Cl5 0.34 2.14 -2.86
C8 0.30 3.04 -4.40
Cl6 -1.39 3.40 -4.82
H10 0.84 3.97 -4.30
H11 0.72 2.42 -5.19
Cl7 3.27 -2.07 -6.05
C9 1.83 -1.90 -5.00
Cl8 0.95 -0.46 -5.53
H12 1.16 -2.75 -5.09
H13 2.19 -1.84 -3.98
Cl9 1.78 -4.65 1.46
C10 0.89 -5.07 -0.02
Cl10 0.11 -6.64 0.15
H14 0.21 -4.24 -0.20
H15 1.58 -5.10 -0.85
Cl11 -3.10 -2.55 4.22
C11 -2.26 -2.77 2.69
Cl12 -2.93 -1.71 1.43
H16 -1.19 -2.61 2.81
H17 -2.43 -3.78 2.33

[3]
5 unconnected molecules or ions with the total composition C11H17Cl12NO3. Source: OMol25; level of theory: ωB97M-V/def2-TZVPD.

**2S+1**: 1
**LUMO energy**: 0.010 Eh
**Kohn-Sham gap**: 9.762 eV
**SMILES**: NC[C@H](O)C[C@@H]1COC(=O)C1.ClC(Cl)Cl.ClC(Cl)Cl.ClC(Cl)Cl.ClC(Cl)Cl
**E_HOMO**: -9.48 eV

Positions of all 44 atoms, in Å:
N1 0.89 0.50 0.39
C1 0.00 0.10 -0.70
C2 0.39 0.81 -2.01
O1 -0.60 1.78 -2.35
C3 0.60 -0.14 -3.19
C4 2.05 -0.56 -3.34
C5 2.94 0.38 -4.13
O2 4.16 -0.36 -4.32
C6 3.88 -1.70 -4.20
O3 4.73 -2.52 -4.16
C7 2.38 -1.84 -4.10
H1 1.86 0.45 0.09
H2 0.80 -0.13 1.17
H3 0.00 -0.98 -0.86
H4 -1.01 0.40 -0.46
H5 1.34 1.33 -1.82
H6 -0.23 2.66 -2.29
H7 0.27 0.39 -4.08
H8 -0.03 -1.03 -3.09
H9 2.51 -0.67 -2.35
H10 2.50 0.57 -5.12
H11 3.18 1.33 -3.65
H12 2.00 -1.73 -5.13
H13 2.06 -2.79 -3.70
Cl1 1.49 -2.62 2.86
C8 -0.27 -2.57 3.04
Cl2 -0.79 -1.00 3.63
Cl3 -1.06 -2.93 1.50
H14 -0.56 -3.34 3.75
Cl4 -5.26 2.22 5.22
C9 -3.65 1.55 5.47
Cl5 -3.72 -0.15 5.92
Cl6 -2.65 1.79 4.03
H15 -3.19 2.10 6.28
Cl7 -5.60 6.66 6.15
C10 -5.03 6.73 4.48
Cl8 -4.01 5.34 4.11
Cl9 -6.38 6.85 3.36
H16 -4.43 7.62 4.38
Cl10 1.19 -3.68 -1.29
C11 1.66 -4.86 -0.06
Cl11 0.81 -6.39 -0.31
Cl12 3.40 -5.09 -0.04
H17 1.36 -4.46 0.90

[4]
A molecular structure, C11H17Cl2F3MoO5S. Source: OMol25; level of theory: ωB97M-V/def2-TZVPD.

**2S+1**: 3
**Charge**: -2
**LUMO energy (spin up / spin down)**: 0.193 / 0.193 Eh
**Kohn-Sham gap (spin up / spin down)**: 5.246 / 5.254 eV
**E_HOMO (spin up / spin down)**: 0.02 / 0.01 eV
**Relative energy (zero: lowest compared OMol25 entry of this formula, charge and spin)**: 0.6612 eV

Positions of all 40 atoms, in Å:
C1 -0.41 1.13 -1.80
C2 -1.35 0.13 -1.39
C3 -0.62 -1.02 -0.93
C4 -2.83 0.24 -1.51
C5 0.79 -0.76 -1.08
C6 0.93 0.53 -1.71
C7 2.17 1.15 -2.10
C8 -0.73 2.48 -2.33
C9 -1.21 -2.32 -0.51
C10 1.91 -1.67 -0.72
Mo1 -0.05 0.89 0.40
Cl1 -2.24 0.49 1.58
Cl2 -0.57 3.15 0.94
O1 1.78 1.08 1.06
H1 -3.15 1.26 -1.34
H2 -3.33 -0.39 -0.78
H3 -3.16 -0.07 -2.51
H4 -2.09 -2.16 0.12
H5 -0.48 -2.89 0.06
H6 -1.52 -2.92 -1.38
H7 1.71 -2.12 0.26
H8 2.84 -1.12 -0.67
H9 2.00 -2.48 -1.46
H10 3.05 0.51 -2.04
H11 2.39 2.31 -1.13
H12 2.07 1.73 -3.02
H13 -1.60 2.89 -1.82
H14 -0.93 2.46 -3.41
H15 0.13 3.12 -2.13
H16 1.79 0.89 2.04
O2 1.73 3.05 -0.93
H17 1.68 3.15 0.04
F1 -1.22 -3.05 3.97
C11 -0.76 -1.82 4.31
F2 -1.79 -0.95 4.23
F3 -0.34 -1.86 5.59
S1 0.67 -1.33 3.20
O3 1.65 -2.38 3.44
O4 0.09 -1.36 1.84
O5 1.00 0.01 3.64